Entry 1:
Density functional theory data (wB97M-V/def2-TZVPD) for C4H5HgLiO2 as an isolated structure.

Positions of all 13 atoms, in Å:
1 H -0.25 5.23 3.14
2 C 0.23 0.55 0.82
3 C 0.11 -0.91 0.79
4 C -0.10 -1.65 -0.32
5 C -0.25 -1.11 -1.68
6 O -0.42 -1.86 -2.63
7 Li -0.63 -1.86 -4.48
8 H 0.11 1.13 -0.11
9 H 0.24 -1.41 1.75
10 H -0.13 -2.74 -0.25
11 H -0.19 -0.02 -1.84
12 O 0.51 1.13 1.86
13 Hg 0.78 3.52 2.97

Computed properties:
* ⟨S²⟩: 0.7683
* 2S+1: 2
* charge: +1
* DFT total energy: -466.4931 Ha
* energy above the lowest of the compared OMol25 structures with the same formula, charge and spin: 0.453 eV
* HOMO level (alpha / beta): -8.83 / -12.31 eV

***

Entry 2:
Density functional theory data (wB97M-V/def2-TZVPD) for a single C4H5I molecule.

Positions of all 10 atoms, in Å:
1 C 1.87 0.63 -0.01
2 C 0.84 -0.18 0.05
3 C -0.53 0.22 0.03
4 C -1.76 -0.75 -0.01
5 I -3.82 -0.04 -0.10
6 H 2.86 0.14 -0.27
7 H 2.07 1.78 0.12
8 H 0.95 -1.26 -0.14
9 H -0.80 1.24 -0.06
10 H -1.68 -1.77 0.38

Computed properties:
* DFT total energy: -452.9927 Ha
* energy above the lowest of the compared OMol25 structures with the same formula, charge and spin: 1.510 eV
* SMILES string: C=C/C=C/I
* HOMO level: -8.28 eV

***

Entry 3:
Density functional theory data (wB97M-V/def2-TZVPD) for a 2-piece molecular cluster, C4H5I2N2O2S overall.

Positions of all 16 atoms, in Å:
1 C -1.44 0.32 -0.56
2 C -0.87 2.56 -0.05
3 C -4.26 -0.59 -0.28
4 C 0.93 -0.86 0.16
5 N -0.50 1.28 -0.37
6 N -2.62 0.55 -0.82
7 O -1.93 3.00 0.21
8 O -4.03 -1.70 -0.35
9 S -0.82 -1.31 -0.30
10 I 0.78 3.95 0.04
11 I -5.56 0.77 0.21
12 H 1.73 -0.85 -0.76
13 H 1.25 -1.78 0.81
14 H 1.05 -0.06 0.78
15 H 0.53 1.01 -0.40
16 H -3.03 1.47 -0.93

Computed properties:
* charge: +1
* DFT total energy: -1408.6650 Ha
* energy above the lowest of the compared OMol25 structures with the same formula, charge and spin: 1.367 eV
* HOMO level: -12.96 eV

***

Entry 4:
Density functional theory data (wB97M-V/def2-TZVPD) for a 2-piece molecular cluster, C4H5IN2 overall.

Positions of all 12 atoms, in Å:
1 C 0.31 2.08 2.34
2 C 0.32 1.10 1.67
3 C -0.05 -0.19 -0.38
4 C 0.89 -1.28 -0.63
5 N -0.55 0.65 -1.37
6 N -1.41 -0.10 -0.34
7 I 0.00 -2.99 -1.72
8 H 0.00 2.82 3.09
9 H 1.34 -1.71 0.28
10 H 1.64 -0.97 -1.24
11 H -0.58 1.53 -1.02
12 H -1.92 -0.94 -0.67

Computed properties:
* ⟨S²⟩: 2.0182
* 2S+1: 3
* DFT total energy: -562.2419 Ha
* energy above the lowest of the compared OMol25 structures with the same formula, charge and spin: 5.417 eV
* HOMO level (alpha / beta): -6.99 / -9.17 eV

***

Entry 5:
Density functional theory data (wB97M-V/def2-TZVPD) for a 2-piece molecular cluster, C4H5IN2O2 overall.

Positions of all 14 atoms, in Å:
1 O 2.67 2.53 -0.69
2 C 1.84 2.11 0.00
3 N 0.94 1.80 0.72
4 C 0.21 0.77 1.21
5 C 0.48 -0.51 1.06
6 I 2.13 -1.19 0.02
7 H -0.75 0.93 1.72
8 H -0.06 -1.23 1.51
9 H 0.03 -0.93 -2.11
10 N -0.92 -0.52 -1.82
11 C -1.13 -1.04 -0.71
12 O -2.18 -0.68 -0.05
13 H -0.46 -1.84 -0.29
14 H -2.80 -0.19 -0.57

Computed properties:
* DFT total energy: -713.0369 Ha
* energy above the lowest of the compared OMol25 structures with the same formula, charge and spin: 2.745 eV
* SMILES string: O=C=N/C=C\I.[H]/N=C/O
* HOMO level: -9.21 eV

***

Entry 6:
Density functional theory data (wB97M-V/def2-TZVPD) for C4H5KNaO as an isolated structure.

Positions of all 12 atoms, in Å:
1 C -0.82 -0.58 1.94
2 C -1.69 -1.42 2.14
3 H -2.48 -2.14 2.30
4 C -0.67 0.77 -0.32
5 C 0.69 0.90 -0.93
6 O 1.48 -0.08 -0.97
7 Na 0.93 -1.76 0.66
8 H -1.30 1.64 -0.54
9 H -1.12 -0.14 -0.75
10 H 0.04 1.19 0.60
11 H 0.84 1.72 -1.65
12 K 4.10 -0.09 -2.47

Computed properties:
* charge: +1
* DFT total energy: -992.5100 Ha
* energy above the lowest of the compared OMol25 structures with the same formula, charge and spin: 2.089 eV
* HOMO level: -10.36 eV

***

Entry 7:
Density functional theory data (wB97M-V/def2-TZVPD) for C4H5LiNaO3 as an isolated structure.

Positions of all 14 atoms, in Å:
1 Li -0.21 2.35 -0.87
2 O 0.33 0.39 -1.17
3 C 1.15 -0.28 -2.16
4 H 2.16 -0.42 -1.76
5 H 0.70 -1.25 -2.39
6 H 1.15 0.37 -3.03
7 C -1.63 0.06 2.00
8 C -0.79 0.52 1.06
9 O -0.24 1.70 0.86
10 C 0.23 -0.18 0.03
11 O 0.62 -1.31 0.26
12 Na 0.56 -1.72 2.53
13 H -1.89 -1.01 1.99
14 H -2.13 0.77 2.65

Computed properties:
* charge: +1
* DFT total energy: -550.7869 Ha
* energy above the lowest of the compared OMol25 structures with the same formula, charge and spin: 0.000 eV
* HOMO level: -11.84 eV

***

Entry 8:
Density functional theory data (wB97M-V/def2-TZVPD) for C4H5LiNiO6 as an isolated structure.

Positions of all 17 atoms, in Å:
1 O 0.94 1.45 1.54
2 C 1.18 0.04 1.68
3 C -0.10 -0.70 1.33
4 O -0.80 -0.14 0.25
5 C -0.28 -0.45 -1.15
6 O 0.96 -0.04 -1.25
7 O -0.60 -1.71 -1.47
8 H 1.69 1.94 1.89
9 H 1.46 -0.19 2.72
10 H 2.00 -0.25 1.01
11 H -0.79 -0.67 2.19
12 H 0.15 -1.76 1.14
13 O -1.82 0.17 -3.07
14 C -1.22 0.62 -2.03
15 O -1.15 1.84 -1.77
16 Li 0.33 1.62 -0.37
17 Ni -1.94 -1.75 -2.65

Computed properties:
* ⟨S²⟩: 3.7548
* 2S+1: 4
* charge: -1
* DFT total energy: -2122.7579 Ha
* HOMO level (alpha / beta): -2.16 / -4.08 eV

***

Q: Look up the DFT total energy of the fifth one.
A: -713.0369 Ha

***

What did the second record say?
Density functional theory data (wB97M-V/def2-TZVPD) for a single C4H5I molecule.

Positions of all 10 atoms, in Å:
1 C 1.87 0.63 -0.01
2 C 0.84 -0.18 0.05
3 C -0.53 0.22 0.03
4 C -1.76 -0.75 -0.01
5 I -3.82 -0.04 -0.10
6 H 2.86 0.14 -0.27
7 H 2.07 1.78 0.12
8 H 0.95 -1.26 -0.14
9 H -0.80 1.24 -0.06
10 H -1.68 -1.77 0.38

Computed properties:
* DFT total energy: -452.9927 Ha
* energy above the lowest of the compared OMol25 structures with the same formula, charge and spin: 1.510 eV
* SMILES string: C=C/C=C/I
* HOMO level: -8.28 eV